Formula: C3H3Cl2NO
Source: the Open Molecules 2025 dataset
Level of theory: wB97M-V/def2-TZVPD

## Properties
**Total energy**: -31737.1338 eV
**Kohn-Sham gap (alpha / beta)**: 6.7 / 6.7 eV
**Relative energy (zero: lowest compared OMol25 entry of this formula, charge and spin)**: 4.567 eV
**E_HOMO (alpha / beta)**: -10.37 / -10.37 eV
**Net charge**: 0

Each atom is followed by the atoms it is bonded to, with distances in Å.
Element x y z (Å)
1 C 1.01 0.28 0.96  C2 1.555, N4 1.216, H8 1.144
2 C 0.09 -0.61 0.07  C1 1.555, C3 1.578, H9 1.016, H10 1.080
3 C -0.91 0.40 -0.60  C2 1.578, O5 1.213, Cl6 1.870, Cl7 1.821
4 N 0.97 1.46 1.25  C1 1.216
5 O -1.27 1.43 -0.06  C3 1.213
6 Cl -0.06 0.51 -2.27  C3 1.870
7 Cl -2.21 -0.84 -0.91  C3 1.821
8 H 1.88 -0.39 1.28  C1 1.144
9 H 0.78 -0.97 -0.58  C2 1.016
10 H -0.27 -1.27 0.85  C2 1.080